(1)
Here is a 8-piece molecular cluster, BrH14O7 overall in a non-equilibrium geometry from the OMol25 dataset. Energies are from ωB97M-V/def2-TZVPD.

Results
Gap between HOMO and LUMO, eV: 8.995
Total charge: -1
Energy relative to the best compared isomer or geometry (same formula, charge and spin), eV: 1.2308
E_LUMO, eV: 3.2594

Geometry (Å):
1 Br 0.34474 0.11693 -0.62374
2 O -1.45200 2.96382 -0.07717
3 H -0.84285 2.36404 -0.49670
4 H -2.26548 2.91210 -0.55060
5 O 0.45860 -2.42660 -3.26578
6 H 0.80582 -1.67437 -2.80816
7 H 1.06858 -3.14497 -3.05203
8 O 2.39832 -2.59160 -0.46335
9 H 1.98917 -1.70369 -0.39070
10 H 3.24558 -2.52522 -0.08032
11 O 2.55937 -0.53665 2.14928
12 H 2.47736 -0.04091 2.98068
13 H 2.23176 0.15255 1.59257
14 O -2.56203 0.61884 -2.22868
15 H -2.70488 1.41810 -1.75886
16 H -1.61920 0.60356 -2.44338
17 O -2.66568 -0.09188 1.52673
18 H -2.16124 -0.46697 2.22175
19 H -1.92466 0.18015 0.95147
20 O 0.00591 1.14343 2.47509
21 H 0.30282 2.01093 2.68241
22 H 0.31000 0.71842 1.65949



(2)
Here is a 2-piece molecular cluster, C2H5NOS overall in a non-equilibrium geometry from the OMol25 dataset. Energies are from ωB97M-V/def2-TZVPD.

Results
Gap between HOMO and LUMO, eV: 10.063
Energy relative to the best compared isomer or geometry (same formula, charge and spin), eV: 2.0255
E_LUMO, eV: 0.8572

Geometry (Å):
1 C 0.31941 -2.16136 -3.14006
2 C 0.67616 0.53036 1.27819
3 N -0.46490 0.99118 0.35566
4 O 1.13583 -1.76140 -2.49003
5 S -1.52154 -0.31314 -0.20303
6 H -2.67472 -0.12721 0.45424
7 H 1.26005 1.48852 1.37636
8 H 0.10101 0.09673 2.06371
9 H 1.24529 -0.25386 0.71336
10 H -0.07660 1.51017 -0.40840



(3)
Here is C21H25MoN9O5 as an isolated structure in a non-equilibrium geometry from the OMol25 dataset. Energies are from ωB97M-V/def2-TZVPD.

Results
Gap between HOMO and LUMO (spin up / spin down), eV: 6.773 / 6.772
Total charge: +2
Energy relative to the best compared isomer or geometry (same formula, charge and spin), eV: 0.1641
E_LUMO (spin up / spin down), eV: -6.9710 / -6.9716

Geometry (Å):
1 Mo 0.32537 -0.31312 0.42434
2 C 5.34056 -0.99413 -1.88546
3 O 4.26680 -0.61844 -1.01428
4 C 3.94004 0.68541 -0.96482
5 C 4.60897 1.71961 -1.60892
6 C 4.15531 3.03222 -1.50516
7 C 3.02216 3.33006 -0.77961
8 C 2.32043 2.30154 -0.14711
9 C 1.13746 2.61420 0.64394
10 N 0.31217 1.71742 1.02506
11 N -0.66188 2.07212 1.95529
12 C -1.32800 1.02802 2.29438
13 O -1.07677 -0.15385 1.64426
14 C -2.28106 1.01015 3.39622
15 C -2.46143 2.16117 4.16807
16 C -3.27331 2.11126 5.28444
17 C -3.90565 0.92222 5.63325
18 C -3.74236 -0.21761 4.85702
19 C -2.92867 -0.17759 3.73617
20 C 2.80896 0.99993 -0.22230
21 O 2.12846 -0.02100 0.42464
22 H 5.39817 -2.07557 -1.83579
23 H 6.28477 -0.56668 -1.54751
24 H 5.13167 -0.68274 -2.90943
25 H 5.49648 1.50909 -2.18766
26 H 4.70010 3.81990 -2.00676
27 H 2.66007 4.34784 -0.70957
28 H 0.96470 3.63577 0.97225
29 H -1.94965 3.07427 3.89383
30 H -3.40463 2.99349 5.89627
31 H -4.52982 0.88492 6.51639
32 H -4.24000 -1.13770 5.13191
33 H -2.78597 -1.06131 3.12906
34 N -3.57368 0.95458 0.00999
35 N -3.44208 1.31410 -1.32174
36 C -2.32927 1.11523 -2.02738
37 N -2.33827 1.54351 -3.27890
38 N -1.25023 0.49073 -1.43447
39 N -0.19847 0.28344 -2.26615
40 O 0.78613 -0.20263 -1.66181
41 O -0.17756 0.43331 -3.45961
42 H -4.43853 0.44012 0.13486
43 H -3.58726 1.78910 0.58861
44 H -4.18474 1.84209 -1.76366
45 H -3.14008 2.02052 -3.65976
46 H -1.53278 1.38440 -3.86626
47 C -0.74287 -3.91537 -3.44126
48 C -0.30240 -3.48821 -2.08231
49 C 0.73425 -3.92348 -1.28743
50 C 0.68075 -3.15500 -0.12138
51 N -0.32480 -2.26274 -0.20177
52 N -0.90370 -2.48723 -1.41274
53 C 1.52193 -3.28656 1.10801
54 H -0.13712 -4.75031 -3.78213
55 H -0.62778 -3.09658 -4.15292
56 H -1.78851 -4.22579 -3.44395
57 H 1.42895 -4.71518 -1.51228
58 H -1.78137 -2.04614 -1.63278
59 H 1.64260 -4.34122 1.34974
60 H 1.05483 -2.79578 1.96198
61 H 2.51857 -2.86975 0.95510



(4)
Here is one molecule with the formula C5H13NS in a non-equilibrium geometry from the OMol25 dataset. Energies are from ωB97M-V/def2-TZVPD.

Results
Gap between HOMO and LUMO, eV: 9.301
Energy relative to the best compared isomer or geometry (same formula, charge and spin), eV: 0.9195
E_LUMO, eV: 0.9293
SMILES: CCN[C@H](C)CS

Geometry (Å):
1 C -1.52859 1.59703 -0.93501
2 N -1.48871 0.35078 -0.20411
3 C -0.26508 -0.46016 -0.32435
4 C 0.42195 -0.54128 1.01774
5 S 2.11452 -1.18862 0.86961
6 C -0.51330 -1.75163 -1.08293
7 C -0.88803 2.86434 -0.15782
8 H -2.57781 1.86552 -1.01176
9 H -0.93921 1.55115 -1.85177
10 H -2.40889 -0.02856 -0.11843
11 H 0.36077 0.12379 -1.01549
12 H -0.24453 -1.15574 1.63884
13 H 0.34430 0.44262 1.45938
14 H 2.70153 -0.06543 1.27816
15 H -0.94424 -1.53050 -2.06169
16 H -1.19286 -2.42902 -0.56397
17 H 0.43024 -2.24044 -1.33565
18 H -1.67180 3.60523 -0.07651
19 H -0.04241 3.18841 -0.75670
20 H -0.53894 2.45606 0.78506



(5)
Here is C2H2Br3O2S as an isolated structure in a non-equilibrium geometry from the OMol25 dataset. Energies are from ωB97M-V/def2-TZVPD.

Results
Gap between HOMO and LUMO, eV: 6.391
Total charge: -1
Energy relative to the best compared isomer or geometry (same formula, charge and spin), eV: 0.3472
E_LUMO, eV: 2.7282

Geometry (Å):
1 C 0.53931 -0.34878 0.19633
2 C -1.05362 -0.58835 0.08637
3 O 2.35915 1.26669 0.37388
4 O 0.44085 1.88874 -1.16075
5 S 0.90730 1.51358 0.19812
6 Br -1.44673 -2.64188 0.19005
7 Br -1.91831 0.28104 1.58404
8 Br -1.84316 0.03602 -1.54541
9 H 0.84542 -0.51950 -0.87571
10 H 1.16980 -0.88754 0.95309



Which of these has the highest energy relative to the best compared isomer or geometry (same formula, charge and spin)?
C2H5NOS



The lowest energy relative to the best compared isomer or geometry (same formula, charge and spin) belongs to which entry?
C21H25MoN9O5



Look up the energy relative to the best compared isomer or geometry (same formula, charge and spin) of the first one.
1.2308 eV